ORCA calculation (ωB97M-V/def2-TZVPD) on 2 unconnected molecules or ions with the total composition C10H17N in a non-equilibrium geometry.

Last column: Mulliken charge in e.
Positions of all 28 atoms, in Å:
C  -1.320  1.839  -0.305  1.955
C  -2.575  1.090  0.262  -1.472
C  -1.186  1.449  -1.817  -1.361
C  0.004  1.271  0.465  -1.307
C  -1.144  3.254  -0.018  -1.413
C  2.721  -3.853  0.887  -0.322
C  2.084  -2.894  1.633  -0.395
C  1.397  -1.913  1.031  0.116
C  1.330  -2.016  -0.330  0.218
C  1.800  -3.189  -1.016  -0.240
H  -3.546  1.681  0.026  0.327
H  -2.773  0.129  -0.288  0.347
H  -2.707  0.877  1.416  0.266
H  -0.119  1.558  -2.233  0.294
H  -1.485  0.356  -1.914  0.349
H  -1.815  2.170  -2.582  0.255
H  0.884  1.834  -0.027  0.367
H  0.199  0.248  0.677  -0.167
H  -0.126  1.929  1.540  0.344
H  -1.404  3.287  1.120  0.414
H  -0.088  3.687  0.200  0.288
H  -1.792  3.928  -0.611  0.305
H  3.211  -4.682  1.352  0.380
H  2.113  -2.774  2.701  0.339
H  1.119  -0.840  1.457  0.369
H  0.987  -1.040  -0.978  0.016
H  1.776  -3.306  -2.275  0.220
N  2.456  -4.081  -0.374  -0.491

Cartesian forces, eV/Å:
2.4079 -4.1060 -0.3212
-2.5036 0.6102 0.5931
-0.1664 0.8603 -1.7912
-0.4491 4.7835 1.5310
-0.3800 3.0451 3.4753
-1.2208 -1.5996 1.7558
0.8664 -0.2038 2.2058
-0.8571 3.9862 -1.4732
-0.9317 2.0394 -4.0492
-1.1407 2.8407 -3.5244
1.5426 -0.6242 0.2581
0.5950 0.7666 0.6979
0.9790 0.5891 -2.2020
-1.3908 -0.1498 0.8978
0.3034 1.4633 -0.3223
1.1048 -1.9634 2.0719
-1.0806 -1.4281 0.6859
-0.4277 -0.5430 -0.3038
0.7038 -2.4410 -2.4720
-0.5208 0.5995 -1.7966
-1.4402 -0.9292 -1.6292
0.4532 -0.1491 0.4537
0.6806 -0.0519 0.5515
0.7450 -0.6812 0.4421
0.5221 -3.0771 -0.1928
0.5818 -2.7943 1.5824
-0.3366 0.4252 3.7877
1.3604 -1.2675 -0.9122

Results
calculated total energy = -445.83730 Eh
structure (SMILES) = CC(C)(C)C.c1ccncc1
HOMO energy = -0.3505 Ha
spin multiplicity = 1
lowest unoccupied orbital energy = 0.689 eV
charge = 0

ORCA calculation (ωB97M-V/def2-TZVPD) on a molecular structure, C16H22AuBN6S in a non-equilibrium geometry.

Last column: Mulliken charge in e.
Positions of all 47 atoms, in Å:
Au  -0.096  0.170  0.392  0.465
C  -1.822  3.146  0.502  -1.474
C  -1.531  2.648  -0.859  0.671
C  -1.842  3.187  -2.104  -1.226
C  -1.330  2.304  -3.043  1.000
C  -1.376  2.386  -4.517  -1.289
N  -0.743  1.288  -2.368  0.922
N  -0.868  1.500  -1.055  -0.569
B  -0.022  0.040  -2.884  -0.405
N  1.409  0.048  -2.310  0.857
N  1.642  0.083  -0.996  -0.247
C  2.945  0.039  -0.753  0.452
C  3.508  0.018  0.612  -0.987
C  3.594  -0.003  -1.995  -1.354
C  2.592  -0.001  -2.955  1.068
C  2.722  -0.027  -4.430  -1.281
N  -0.741  -1.197  -2.308  0.858
N  -0.888  -1.381  -0.994  -0.248
C  -1.506  -2.530  -0.751  0.454
C  -1.775  -3.029  0.612  -1.010
C  -1.794  -3.112  -1.994  -1.355
C  -1.292  -2.245  -2.952  1.072
C  -1.336  -2.370  -4.427  -1.281
H  -2.367  4.085  0.458  0.356
H  -0.894  3.299  1.055  0.301
H  -2.417  2.416  1.052  0.302
H  -2.369  4.097  -2.296  0.479
H  -1.895  3.287  -4.830  0.359
H  -1.892  1.520  -4.928  0.262
H  -0.367  2.404  -4.926  0.262
H  0.000  0.001  -4.054  -0.059
H  2.706  -0.032  1.349  -0.040
H  4.108  0.908  0.799  0.303
H  4.148  -0.854  0.734  0.342
H  4.652  -0.045  -2.159  0.481
H  3.772  -0.035  -4.705  0.349
H  2.251  0.849  -4.871  0.260
H  2.237  -0.910  -4.843  0.252
H  -1.336  -2.360  1.352  -0.027
H  -1.340  -4.020  0.736  0.343
H  -2.846  -3.107  0.792  0.304
H  -2.289  -4.047  -2.158  0.481
H  -1.855  -3.284  -4.702  0.349
H  -0.330  -2.393  -4.841  0.252
H  -1.859  -1.524  -4.868  0.261
S  0.334  -0.547  3.640  0.096
C  0.421  -0.725  2.071  -0.362

Cartesian forces, eV/Å:
-0.0129 -0.0187 -0.7971
0.0405 -0.0771 0.2201
0.1164 -0.2357 -0.3024
0.1785 -0.2910 0.1666
0.1007 -0.1811 0.7038
0.0992 -0.1645 -0.2260
-0.2336 0.4020 -0.8691
-0.1842 0.3362 1.1281
0.1859 -0.3124 0.6842
0.5356 0.1972 -0.6868
0.1017 0.0719 1.1215
-0.0843 0.0560 -1.0230
0.0838 0.0184 0.1256
-0.1619 -0.1064 0.0500
0.3833 0.0802 0.4121
-0.1060 -0.0176 -0.1309
-0.4284 -0.3498 -0.6867
-0.1380 -0.0880 1.1427
0.0100 0.1285 -1.0910
-0.0648 -0.0700 0.1528
0.1887 0.1059 0.0912
-0.2690 -0.2865 0.3820
0.0725 0.0861 -0.1148
-0.0019 0.0114 0.0645
0.0100 0.1207 0.0514
-0.1054 0.0493 0.0499
-0.1299 0.2275 -0.0549
-0.0119 0.0059 0.0286
-0.0207 -0.0031 -0.1200
0.0188 0.0093 -0.1155
-0.0253 0.0358 -0.4238
0.1507 0.0631 0.0331
0.0062 0.0127 0.0808
0.0430 -0.0093 0.0860
0.1856 -0.0093 -0.1168
0.0011 -0.0260 -0.0316
0.0046 0.0470 -0.0979
0.0256 -0.0592 -0.1138
-0.1237 -0.0896 0.0441
-0.0005 -0.0439 0.0822
-0.0192 0.0107 0.0821
-0.0957 -0.1840 -0.1191
0.0178 -0.0147 -0.0372
0.0427 -0.0517 -0.1197
-0.0446 0.0169 -0.1008
0.5363 -1.0096 -3.7950
-0.8776 1.6065 4.1900

Results
calculated total energy = -1509.92407 Eh
HOMO energy (spin up / spin down) = -0.4323 / -0.4318 Ha
spin multiplicity = 2
lowest unoccupied orbital energy (spin up / spin down) = -5.257 / -5.759 eV
charge = +1

ORCA calculation (ωB97M-V/def2-TZVPD) on 2 unconnected molecules or ions with the total composition C9H14 in a non-equilibrium geometry.

Last column: Mulliken charge in e.
Positions of all 23 atoms, in Å:
C  2.509  2.133  1.030  -0.677
C  1.755  2.834  2.137  -0.893
H  3.268  1.443  1.374  0.265
H  1.815  1.598  0.373  0.159
H  2.930  2.840  0.307  0.289
H  1.241  2.095  2.764  0.254
H  2.400  3.296  2.859  0.333
H  0.918  3.452  1.826  0.289
C  -1.756  -0.864  -2.905  -1.371
C  -0.602  -0.446  0.686  -0.185
C  -0.303  -1.756  1.031  -0.626
C  -1.169  -0.131  -0.535  -0.590
C  -1.487  -1.130  -1.454  0.825
C  -0.762  -2.755  0.178  -0.297
C  -1.445  -2.449  -0.990  -0.707
H  -0.272  0.345  1.351  0.451
H  0.253  -2.070  1.902  0.370
H  -1.319  0.901  -0.829  0.355
H  -0.672  -3.786  0.432  0.374
H  -1.190  0.010  -3.230  0.355
H  -2.804  -0.624  -3.088  0.297
H  -1.776  -3.243  -1.651  0.358
H  -1.533  -1.692  -3.568  0.370

Cartesian forces, eV/Å:
-0.6510 0.4717 -1.2597
-0.6932 -1.2708 0.7886
0.1473 -0.0261 0.1195
-0.0373 -0.3600 0.3294
0.4294 0.0967 0.3999
0.0588 -0.2877 -0.1082
0.3560 0.8335 0.0356
0.3780 0.5238 -0.3164
-0.6591 0.7805 -0.0217
0.6685 0.2174 0.6538
-0.4401 -0.5368 -0.6908
-0.0150 -0.0285 -0.5927
-0.0140 -0.7684 0.3684
-0.8118 0.3025 0.0735
0.8848 0.3200 -0.4643
-0.1764 0.0859 -0.0568
-0.0304 0.4228 0.1947
0.1692 0.0893 0.0848
0.2641 -0.5826 0.2667
0.0513 -0.0825 -0.0638
-0.1866 0.0813 0.0472
0.0424 -0.0479 0.0487
0.2652 -0.2343 0.1634

Results
calculated total energy = -351.31271 Eh
structure (SMILES) = Cc1ccccc1.CC
HOMO energy = -0.3284 Ha
spin multiplicity = 1
lowest unoccupied orbital energy = 1.014 eV
charge = 0

The records above yield relative energy (zero: lowest compared OMol25 entry of this formula, charge and spin) values of 119.2 13.7 11.0 kcal per mole, respectively.